No. 1
{
  "formula": "C2H4N2O2S",
  "method": "ωB97M-V with the def2-TZVPD basis set",
  "largest_force_ev_per_a": 6.8,
  "orbital_gap_ev": 7.281,
  "charge": 0,
  "lumo_ev": -1.06,
  "spin_multiplicity": 1,
  "e_above_lowest_kcal_mol": 174.9,
  "species": ["C", "C", "H", "H", "H", "H", "N", "N", "O", "O", "S"],
  "coordinates": [[0.135, -0.381, -0.020], [-1.608, 0.924, 0.274], [2.975, -0.131, -1.444], [1.503, -1.780, 0.632], [-2.106, 1.798, -0.195], [-1.423, 1.208, 1.356], [1.400, -0.893, -0.030], [-0.703, -1.393, 0.175], [2.341, 0.351, -0.122], [-0.216, 0.795, -0.284], [-2.298, -0.499, -0.343]],
  "forces_ev_per_angstrom": [[-0.77, -6.73, 0.87], [1.07, 2.76, -0.07], [-2.08, 2.08, 4.80], [0.40, 2.99, -1.51], [0.61, -0.38, 0.12], [-0.54, -1.11, -0.91], [2.06, 2.12, 0.34], [-2.25, 2.63, -0.61], [1.28, -5.26, -4.11], [-0.32, 3.86, -0.01], [0.53, -2.97, 1.12]]
}

No. 2
{
  "formula": "C2H4N2O3",
  "method": "ωB97M-V with the def2-TZVPD basis set",
  "largest_force_ev_per_a": 4.9,
  "orbital_gap_ev": 9.447,
  "charge": 0,
  "lumo_ev": 0.63,
  "spin_multiplicity": 1,
  "e_above_lowest_kcal_mol": 79.1,
  "species": ["C", "C", "N", "N", "O", "O", "O", "H", "H", "H", "H"],
  "coordinates": [[-0.038, 0.553, -0.488], [-0.455, 2.037, -3.197], [0.441, 1.027, 0.625], [-0.430, -0.734, -0.430], [-0.702, 1.381, -4.112], [-0.229, 2.791, -2.365], [0.557, 0.215, 1.909], [0.532, 2.023, 0.791], [-0.506, -1.272, -1.201], [-0.481, -1.187, 0.520], [1.008, -0.553, 1.496]],
  "forces_ev_per_angstrom": [[-0.11, -0.75, -0.30], [-0.12, 0.48, -0.44], [-0.20, -0.06, 1.01], [0.68, 1.49, 4.64], [-0.15, -1.02, -0.51], [0.29, 0.89, 0.89], [0.01, 0.42, -1.96], [0.19, -0.51, 0.26], [-0.59, -1.70, -2.75], [-0.07, 0.30, -1.67], [0.06, 0.44, 0.82]]
}

No. 3
{
  "formula": "C2H4N2O3",
  "method": "ωB97M-V with the def2-TZVPD basis set",
  "largest_force_ev_per_a": 4.7,
  "orbital_gap_ev": 8.987,
  "smiles": "O=C/C(=N/O)NO",
  "charge": 0,
  "lumo_ev": -0.69,
  "spin_multiplicity": 1,
  "e_above_lowest_kcal_mol": 139.5,
  "species": ["C", "C", "H", "H", "H", "H", "N", "N", "O", "O", "O"],
  "coordinates": [[0.071, 0.183, -0.430], [-0.669, -0.194, -1.658], [-0.374, -0.378, 2.546], [-1.127, -0.922, 0.208], [-0.414, 0.458, -2.564], [1.495, 0.843, 1.298], [-0.713, -0.071, 0.672], [1.270, 0.681, -0.702], [0.115, -0.686, 1.695], [-1.467, -1.180, -1.510], [1.813, 1.265, 0.443]],
  "forces_ev_per_angstrom": [[2.82, 1.70, -2.90], [-1.64, -3.06, 0.35], [1.36, -0.88, -2.04], [-0.95, 0.59, 1.16], [-0.73, -1.37, 0.70], [0.11, 0.23, -1.55], [0.73, -1.83, 0.13], [-3.42, -0.02, 2.65], [-1.35, 1.50, 2.41], [2.29, 3.69, -1.83], [0.78, -0.55, 0.90]]
}

No. 4
{
  "formula": "C2H4N2O3S",
  "method": "ωB97M-V with the def2-TZVPD basis set",
  "largest_force_ev_per_a": 3.9,
  "orbital_gap_ev": 9.140,
  "charge": 0,
  "lumo_ev": -0.13,
  "spin_multiplicity": 1,
  "e_above_lowest_kcal_mol": 70.9,
  "species": ["C", "C", "N", "N", "O", "O", "O", "S", "H", "H", "H", "H"],
  "coordinates": [[1.102, -0.589, 0.458], [-0.027, -0.961, -0.355], [2.580, 1.213, -0.108], [1.891, 0.338, 0.084], [-0.864, 1.400, -0.589], [-2.576, -0.174, -0.636], [-1.538, 0.461, 1.534], [-1.447, 0.103, 0.164], [1.186, -1.181, 1.438], [-0.130, 1.860, -0.178], [-0.366, -1.953, -0.405], [0.189, -0.517, -1.408]],
  "forces_ev_per_angstrom": [[-0.02, -2.94, 2.53], [-0.60, 2.82, -2.38], [0.16, 0.04, -0.45], [0.65, 0.63, 0.93], [-0.20, 0.48, -0.57], [-0.98, -0.95, -0.08], [0.19, -0.81, 0.83], [1.01, 1.66, -1.66], [0.68, 1.64, -1.43], [0.10, 0.08, 0.59], [-0.07, -1.44, 0.14], [-0.94, -1.22, 1.53]]
}

No. 5
{
  "formula": "C2H4N2O3S",
  "method": "ωB97M-V with the def2-TZVPD basis set",
  "largest_force_ev_per_a": 8.0,
  "orbital_gap_ev": 7.453,
  "charge": 0,
  "lumo_ev": -1.33,
  "spin_multiplicity": 1,
  "e_above_lowest_kcal_mol": 106.5,
  "species": ["C", "C", "N", "N", "O", "O", "O", "S", "H", "H", "H", "H"],
  "coordinates": [[0.566, -0.412, -0.097], [2.494, -0.867, 0.068], [-2.471, 0.217, 0.048], [0.646, 0.878, -0.080], [-0.233, -1.277, -0.064], [3.306, 0.009, 0.238], [-2.078, 1.388, 0.130], [-3.966, -0.232, -0.239], [2.699, -1.992, -0.075], [-1.938, -0.632, 0.414], [1.260, 1.611, -0.350], [-0.285, 1.309, 0.007]],
  "forces_ev_per_angstrom": [[7.98, -0.86, 0.15], [-1.74, 0.59, -0.71], [-1.17, -0.51, 1.69], [-4.08, 2.26, 0.36], [-1.97, -0.94, 0.25], [-1.27, -1.56, -0.23], [0.53, -0.58, -0.27], [-0.89, -0.18, -0.64], [0.08, 1.18, 0.36], [0.74, 1.45, -0.86], [1.75, -0.82, -0.09], [0.03, -0.03, 0.01]]
}

No. 6
{
  "formula": "C2H4N2O5",
  "method": "ωB97M-V with the def2-TZVPD basis set",
  "largest_force_ev_per_a": 3.2,
  "orbital_gap_ev": 8.480,
  "smiles": "O=C[N+](=O)[O-].C=[N+]([O-])O",
  "charge": 0,
  "lumo_ev": -1.21,
  "spin_multiplicity": 1,
  "e_above_lowest_kcal_mol": 147.7,
  "species": ["C", "C", "N", "N", "O", "O", "O", "O", "O", "H", "H", "H", "H"],
  "coordinates": [[-0.779, -0.786, -0.477], [1.408, 0.813, 0.695], [-1.791, -0.161, -0.042], [2.259, -0.302, 0.061], [-2.357, 0.744, -0.952], [2.162, -0.572, -1.098], [-2.299, -0.171, 1.074], [2.995, -0.857, 0.847], [1.056, 1.616, -0.091], [-0.335, -1.480, 0.128], [-0.511, -0.649, -1.451], [1.384, 0.680, 1.744], [-3.194, 1.125, -0.437]],
  "forces_ev_per_angstrom": [[-0.72, 0.19, -0.23], [0.61, 0.30, -3.08], [-1.00, 1.25, 0.32], [0.42, -1.14, 0.82], [-2.24, 0.94, 1.15], [-0.32, 0.38, -0.78], [-0.39, -0.09, 0.67], [0.30, -0.02, 0.62], [-0.53, 0.56, 1.10], [0.88, -1.53, 1.54], [0.69, 0.40, -2.25], [-0.30, 0.11, 1.34], [2.61, -1.34, -1.23]]
}

No. 7
{
  "formula": "C2H4N2OS",
  "method": "ωB97M-V with the def2-TZVPD basis set",
  "largest_force_ev_per_a": 4.2,
  "orbital_gap_ev": 9.464,
  "smiles": "O=CN/C=N\\S",
  "charge": 0,
  "lumo_ev": 0.55,
  "spin_multiplicity": 1,
  "e_above_lowest_kcal_mol": 77.1,
  "species": ["C", "C", "H", "H", "H", "H", "N", "N", "O", "S"],
  "coordinates": [[-0.346, 1.073, -0.360], [1.230, -0.728, -0.037], [-1.750, -1.530, 0.788], [-0.191, 2.073, -0.893], [1.514, 1.057, 1.162], [2.365, -1.070, -0.038], [-1.485, 0.601, -0.625], [0.788, 0.546, 0.445], [0.408, -1.514, -0.557], [-2.533, -0.509, 0.115]],
  "forces_ev_per_angstrom": [[0.39, 1.55, -0.12], [-1.50, -1.80, -1.02], [-0.66, 1.60, -0.95], [0.52, -1.44, 0.89], [-2.81, -1.09, -2.97], [-2.01, 1.25, 0.60], [-0.10, -0.18, 1.37], [2.07, -0.82, 0.65], [2.52, 2.01, 1.27], [1.58, -1.08, 0.28]]
}

No. 8
{
  "formula": "C2H4N2OS",
  "method": "ωB97M-V with the def2-TZVPD basis set",
  "largest_force_ev_per_a": 3.2,
  "orbital_gap_ev": [8.480, 6.231],
  "charge": 0,
  "lumo_ev": [0.06, -1.34],
  "spin_multiplicity": 1,
  "e_above_lowest_kcal_mol": 136.5,
  "species": ["C", "C", "N", "N", "O", "S", "H", "H", "H", "H"],
  "coordinates": [[0.490, 1.053, -0.048], [0.782, -1.265, -0.128], [-0.986, 1.176, -0.017], [-1.573, 0.101, 0.109], [0.947, -0.067, -0.620], [-3.094, -0.443, 0.158], [0.943, 1.907, -0.640], [0.813, 0.979, 1.057], [0.985, -1.368, 1.001], [0.694, -2.073, -0.871]],
  "forces_ev_per_angstrom": [[0.83, 1.51, 2.31], [-0.59, -0.95, 2.28], [-0.82, -1.30, -0.07], [0.14, 0.64, -0.38], [1.02, -0.63, -3.01], [0.84, 0.40, 0.12], [-0.81, -0.84, 1.13], [-0.36, 0.94, -1.24], [-0.45, -0.21, -1.89], [0.19, 0.47, 0.76]]
}

No. 9
{
  "formula": "C2H4N2OS",
  "method": "ωB97M-V with the def2-TZVPD basis set",
  "largest_force_ev_per_a": 5.1,
  "orbital_gap_ev": 8.676,
  "charge": 0,
  "lumo_ev": -0.76,
  "spin_multiplicity": 1,
  "e_above_lowest_kcal_mol": 147.3,
  "species": ["C", "C", "N", "N", "O", "S", "H", "H", "H", "H"],
  "coordinates": [[0.156, -0.669, -0.507], [0.459, 0.360, 0.633], [1.140, -1.690, -0.345], [2.217, -1.389, 0.086], [2.854, 1.031, -1.109], [2.315, 0.294, 0.701], [-0.833, -0.968, -0.481], [0.346, -0.233, -1.432], [-0.030, 1.385, 0.367], [-0.049, 0.124, 1.548]],
  "forces_ev_per_angstrom": [[1.37, 1.79, 2.80], [-0.64, 2.04, -1.89], [-0.18, -1.31, -1.08], [0.85, -0.80, 0.67], [-1.54, -1.73, 4.52], [-0.45, 2.53, -4.39], [-1.86, -1.17, 0.19], [0.49, 0.83, -1.78], [1.60, -1.56, 0.19], [0.35, -0.63, 0.78]]
}

No. 10
{
  "formula": "C2H4N2OS",
  "method": "ωB97M-V with the def2-TZVPD basis set",
  "largest_force_ev_per_a": 2.0,
  "orbital_gap_ev": 10.347,
  "smiles": "[H]/N=C\\NSC=O",
  "charge": 0,
  "lumo_ev": 0.60,
  "spin_multiplicity": 1,
  "e_above_lowest_kcal_mol": 41.1,
  "species": ["C", "C", "H", "H", "H", "H", "N", "N", "O", "S"],
  "coordinates": [[-1.434, 0.120, 0.285], [1.854, 0.223, -0.363], [-1.204, -0.088, -1.562], [-2.040, 0.550, 1.092], [-0.151, -0.515, 1.710], [2.697, 0.049, -0.999], [-1.787, 0.349, -0.908], [-0.387, -0.685, 0.759], [1.616, 1.243, 0.223], [0.835, -1.246, -0.237]],
  "forces_ev_per_angstrom": [[-0.40, 0.12, -0.42], [-1.17, 0.22, 0.97], [1.19, -0.84, -1.32], [0.32, -0.16, -0.06], [0.31, -0.02, 0.61], [0.91, 0.00, -0.64], [-0.92, 0.68, 1.68], [-0.43, 0.11, -0.56], [0.22, -0.37, -0.33], [-0.03, 0.26, 0.07]]
}

> charge of number 3 (C2H4N2O3)?

0

Copy entry 3 word for word.
{
  "formula": "C2H4N2O3",
  "method": "ωB97M-V with the def2-TZVPD basis set",
  "largest_force_ev_per_a": 4.7,
  "orbital_gap_ev": 8.987,
  "smiles": "O=C/C(=N/O)NO",
  "charge": 0,
  "lumo_ev": -0.69,
  "spin_multiplicity": 1,
  "e_above_lowest_kcal_mol": 139.5,
  "species": ["C", "C", "H", "H", "H", "H", "N", "N", "O", "O", "O"],
  "coordinates": [[0.071, 0.183, -0.430], [-0.669, -0.194, -1.658], [-0.374, -0.378, 2.546], [-1.127, -0.922, 0.208], [-0.414, 0.458, -2.564], [1.495, 0.843, 1.298], [-0.713, -0.071, 0.672], [1.270, 0.681, -0.702], [0.115, -0.686, 1.695], [-1.467, -1.180, -1.510], [1.813, 1.265, 0.443]],
  "forces_ev_per_angstrom": [[2.82, 1.70, -2.90], [-1.64, -3.06, 0.35], [1.36, -0.88, -2.04], [-0.95, 0.59, 1.16], [-0.73, -1.37, 0.70], [0.11, 0.23, -1.55], [0.73, -1.83, 0.13], [-3.42, -0.02, 2.65], [-1.35, 1.50, 2.41], [2.29, 3.69, -1.83], [0.78, -0.55, 0.90]]
}